1.
Entry from the OMol25 dataset: a molecular structure, C23H18ClCsN5O2S at a distorted geometry (ωB97M-V/def2-TZVPD).

```
51
Properties=species:S:1:pos:R:3:forces:R:3
Cs 0.361876 -2.100450 0.161944 -0.27 0.49 -0.02
N 1.014078 2.383379 2.324126 0.68 0.35 -0.91
C 0.644925 1.625234 3.387537 0.10 0.33 0.10
C -0.283939 0.691809 2.932911 0.33 0.82 -0.92
N -0.458388 0.805684 1.617071 0.22 -0.29 0.14
C 0.419916 1.818660 1.138528 1.15 -0.38 -1.03
C 0.302869 1.768350 -1.097909 1.75 -0.26 0.66
N -0.594255 0.691421 -1.412752 0.22 -0.26 -0.54
C -0.544041 0.485992 -2.730856 0.22 0.75 0.92
C 0.265811 1.434707 -3.355525 0.91 0.51 -0.22
N 0.784277 2.253836 -2.383715 0.08 0.89 0.09
H 1.802552 3.046328 2.281930 -0.76 -0.75 0.12
H 0.997648 1.863422 4.370929 0.06 -0.12 0.23
H -0.867492 0.020427 3.526821 -0.09 -0.34 0.18
H -1.089573 -0.305171 -3.219714 -0.06 -0.08 0.08
H 0.646454 1.509115 -4.374244 -0.43 -0.05 0.29
H 1.245186 3.185818 -2.547506 -0.74 -1.76 0.42
C -1.628322 2.949821 0.100946 -0.06 -0.32 0.38
C -0.116456 2.731382 0.015677 -2.47 0.18 0.43
C 0.622675 4.011480 -0.048040 2.31 1.68 -0.21
C 1.987834 4.190443 -0.133845 -1.42 -0.01 0.20
C 3.039487 3.163311 -0.122704 0.91 -1.67 -0.14
C 4.408016 3.506515 -0.055236 -0.21 0.53 -0.08
C 5.419436 2.527587 0.039860 -0.83 0.89 -0.23
C 5.121324 1.179799 0.014369 0.59 1.00 0.46
C 3.792238 0.732276 -0.042564 -0.59 1.10 -0.24
S 3.590265 -0.961639 0.031447 -0.48 -0.55 -0.01
C 2.747066 1.757484 -0.140659 0.55 -0.48 0.53
N 1.424532 1.252005 -0.080934 -1.48 -0.40 0.23
H -2.016051 3.199188 -0.874844 -0.25 0.11 -0.37
H -1.900741 3.737747 0.794153 0.13 0.36 0.15
H -2.115375 2.041653 0.475557 0.15 0.13 -0.41
H 0.032468 4.949833 0.001876 0.28 -0.78 -0.11
H 2.366004 5.227104 -0.159359 -0.28 -0.51 0.02
H 4.693896 4.573824 -0.086869 -0.19 -0.60 0.11
H 6.428358 2.911725 0.138145 0.13 -0.31 -0.05
H 5.931008 0.465022 0.155999 -0.34 0.01 -0.20
Cl -5.109676 -8.005406 1.234150 -0.42 -2.42 0.55
C -4.383621 -6.612555 0.661597 1.92 2.06 -1.30
C -5.062380 -5.439702 1.024225 0.21 0.28 -0.89
C -4.684543 -4.257445 0.435471 0.86 -1.06 0.23
C -3.413964 -4.124169 -0.248291 -0.72 -1.25 0.17
O -3.113741 -2.986062 -0.627083 1.57 1.21 -0.80
C -2.618475 -5.360867 -0.509528 -1.51 1.49 0.59
C -1.336292 -5.177891 -1.221072 1.06 -1.26 -0.10
O -0.270754 -4.813804 -0.714669 -1.75 -0.25 -1.00
C -3.200403 -6.578930 -0.169012 -1.41 -0.17 1.73
H -5.915038 -5.514564 1.701541 0.07 0.04 -0.36
H -5.267485 -3.361584 0.447963 -0.19 0.44 0.45
H -1.358774 -5.546332 -2.309949 0.33 0.59 0.92
H -2.740433 -7.545798 -0.347906 0.16 0.12 -0.23
```
Forces are in eV/Å.

Summary:
HOMO level (spin up / spin down): -3.68 / -3.68 eV
Energy relative to the best compared isomer or geometry (same formula, charge and spin): 412.7 kJ/mol
Frontier orbital gap (spin up / spin down): 0.20351 / 0.19526 hartree
Net charge: -1

=====

2.
Entry from the OMol25 dataset: 7 unconnected molecules or ions with the total composition C15H27F12N2O11S at a distorted geometry (ωB97M-V/def2-TZVPD).

```
68
Properties=species:S:1:pos:R:3:forces:R:3
N -11.985720 -4.194940 29.611490 0.93 0.44 -1.52
H -12.422350 -3.614880 30.313620 -0.23 -0.29 0.32
H -11.310670 -3.640250 29.104800 1.40 1.28 -0.18
H -12.512720 -4.327000 28.760070 -1.55 -0.52 -0.49
H -11.471700 -5.031480 29.848290 -0.19 -0.53 0.72
N -12.347310 -7.249150 24.296450 1.04 1.43 0.19
H -12.934750 -7.647940 23.578140 -0.13 -0.79 0.16
H -12.775760 -6.414780 24.671100 -0.73 0.97 0.42
H -11.502070 -6.871590 23.892560 0.57 0.31 -0.82
H -11.970110 -7.752070 25.086960 -0.49 -1.25 0.36
C -8.067440 -10.887680 29.366890 -2.62 2.31 -1.70
F -7.517140 -10.654680 30.520700 1.36 -0.25 0.99
F -7.255650 -11.434870 28.470360 0.42 -0.38 0.48
F -9.107030 -11.708890 29.582410 0.03 -0.56 -0.09
S -8.724560 -9.196210 28.661640 -1.46 1.01 -1.40
O -9.645030 -9.488260 27.539420 0.99 -0.81 0.75
O -9.456550 -8.493130 29.707470 0.44 -0.81 0.70
O -7.506750 -8.538190 28.256120 0.54 -0.42 0.15
O -13.112820 -3.021360 25.592000 1.12 0.37 0.21
C -12.369720 -1.875370 25.182200 -0.68 -1.58 0.20
C -10.739420 -1.789150 25.186710 -0.32 -1.40 2.51
O -10.008760 -2.251260 26.316370 -1.45 0.54 -0.93
H -12.781860 -0.978460 25.644570 0.24 0.45 1.19
H -12.748080 -1.678330 24.179160 0.67 0.09 -1.21
H -10.556610 -0.724300 25.042630 0.07 0.59 -0.39
H -10.390900 -2.352030 24.320810 0.00 -0.22 -0.76
C -19.062680 -6.397030 22.274720 0.30 0.78 -0.21
C -17.966250 -5.401750 21.870950 0.07 -0.78 1.07
O -17.716120 -5.626170 20.487820 2.08 -0.80 -2.11
C -16.602050 -6.308070 19.985010 -0.04 0.89 2.36
O -15.673500 -6.757950 20.622350 -1.65 0.56 -0.82
C -16.580090 -6.351370 18.419270 -0.69 0.30 2.24
F -15.448470 -5.737450 18.037780 -1.05 -0.15 -0.56
F -16.522620 -7.641950 18.057510 -0.33 0.78 -0.56
F -17.715790 -5.732730 17.992640 1.59 -0.81 -0.81
H -19.773940 -6.397910 21.448760 -0.21 -0.06 0.15
H -19.553520 -6.011260 23.168230 -0.04 -0.36 0.09
H -18.691430 -7.413670 22.404070 0.05 0.13 0.16
H -17.071260 -5.457020 22.490660 0.23 -0.49 -0.25
H -18.289080 -4.374210 22.038460 -0.25 0.02 -0.70
C -10.216450 -2.779150 19.592000 0.55 0.67 0.69
C -9.469240 -3.937960 19.047250 -1.40 -1.51 -1.57
O -8.196260 -4.111910 19.650760 1.42 -0.80 1.16
C -8.023450 -4.957420 20.688240 -3.98 -0.45 1.80
O -8.940820 -5.574790 21.288540 3.32 1.80 -2.46
C -6.583930 -4.942620 21.286570 0.27 -0.12 -1.16
F -6.600060 -5.022390 22.561130 -0.83 -0.08 2.50
F -5.888700 -6.017480 20.881150 0.08 -0.13 -0.97
F -5.905640 -3.835500 20.993770 0.05 0.22 -0.85
H -10.432500 -2.974610 20.642330 0.21 0.60 0.14
H -11.144970 -2.452950 19.123450 0.06 -0.67 -0.40
H -9.493250 -1.991550 19.380450 -0.28 0.69 0.92
H -9.279470 -3.752210 17.990100 0.37 -0.13 -0.01
H -10.031200 -4.871130 19.085900 0.09 -0.12 0.26
C -13.753920 -14.790510 25.101610 -0.72 0.83 0.05
C -13.134150 -13.556450 25.769950 0.44 -0.56 -1.60
O -13.994100 -12.949080 26.722000 -0.92 0.15 1.74
C -14.866240 -11.999460 26.372270 1.65 -0.09 -2.46
O -14.945650 -11.573420 25.233580 -0.65 -0.27 1.51
C -15.575450 -11.300270 27.554590 0.77 -0.78 0.84
F -15.624080 -12.001960 28.676070 -0.63 -1.64 0.24
F -14.864730 -10.271800 27.916890 1.44 2.15 -0.45
F -16.769480 -10.877790 27.250360 -1.27 -0.01 -0.70
H -14.669610 -14.402320 24.655600 -0.12 -0.31 -0.37
H -14.058910 -15.619950 25.739660 0.39 0.16 0.30
H -13.097420 -15.147040 24.307890 0.00 0.01 0.08
H -12.950660 -12.837120 24.971830 0.03 0.09 0.05
H -12.158500 -13.811670 26.183570 -0.35 0.34 0.77
```
Forces are in eV/Å.

Summary:
HOMO level: -1.94 eV
Energy relative to the best compared isomer or geometry (same formula, charge and spin): 697.8 kJ/mol
Frontier orbital gap: 0.11097 hartree
Net charge: -1

=====

3.
Entry from the OMol25 dataset: a molecular structure, C32H54GaN2O3P2 at a distorted geometry (ωB97M-V/def2-TZVPD).

```
94
Properties=species:S:1:pos:R:3:forces:R:3
Ga 0.411232 -0.303568 0.822543 -0.40 -1.26 4.64
C -0.083374 -2.855131 1.858752 0.57 0.63 -0.07
C 1.276340 -3.000220 1.481448 -0.31 0.56 0.20
C 1.172259 -1.364354 3.107872 1.07 0.15 -1.32
C -0.150650 -1.862514 2.887436 -0.41 0.30 -1.71
C 2.061446 -2.108072 2.260622 -1.02 0.43 0.02
C -1.249459 -3.639217 1.370026 -0.28 -0.24 0.11
H -1.049033 -4.115494 0.405399 -0.05 -0.02 0.15
H -2.150674 -3.016969 1.268079 0.15 -0.16 0.01
H -1.486268 -4.432803 2.093486 -0.11 0.06 -0.28
C -1.361849 -1.490045 3.655900 -0.19 0.47 0.16
H -2.274203 -1.625198 3.059507 0.18 -0.05 0.36
H -1.296281 -0.429156 3.900215 -0.17 -0.26 0.09
H -1.445748 -2.008839 4.621304 0.00 -0.15 -0.28
C 1.564023 -0.361699 4.136907 -0.02 0.26 0.34
H 1.601508 -0.814062 5.140490 0.03 0.18 -0.19
H 0.841547 0.465183 4.165053 0.23 -0.22 0.07
H 2.545636 0.085236 3.932394 -0.15 -0.18 0.06
C 3.545986 -2.006394 2.262503 0.23 -0.11 0.07
H 3.955057 -2.635255 3.066474 0.12 0.19 -0.20
H 3.896013 -0.981130 2.439963 0.00 -0.15 0.01
H 3.973615 -2.360705 1.318372 0.03 0.01 0.14
C 1.798111 -3.963172 0.474762 0.22 -0.31 -0.02
H 2.181967 -4.852350 0.993472 0.01 0.03 -0.34
H 2.620598 -3.535339 -0.113947 -0.08 -0.16 0.06
H 1.014720 -4.288099 -0.218673 0.16 -0.04 0.10
C -1.496284 0.146410 -6.133858 -0.49 -0.60 0.08
C -1.406188 -1.190515 -6.189092 -0.45 0.46 -0.20
C -0.432810 -2.011283 -6.978137 0.46 -0.15 -0.04
C 0.861772 -1.297531 -7.423206 -0.06 -0.64 -0.46
C 1.661399 -0.757248 -6.276859 0.45 0.43 0.40
C 1.553031 0.430305 -5.662631 0.43 -0.42 -0.42
C 0.611749 1.546393 -5.991176 -0.41 0.21 -0.09
C -0.639679 1.169127 -6.813613 0.08 0.80 -0.03
H -0.909630 -2.442489 -7.875024 -0.04 0.17 0.32
H 0.643805 -0.562901 -8.207262 0.20 -0.26 0.34
H -0.149332 -2.875842 -6.357137 -0.04 0.11 -0.15
H -0.362380 0.917978 -7.844341 -0.21 0.05 0.43
H -2.327259 0.603786 -5.579702 0.26 -0.44 0.01
H -2.173322 -1.796164 -5.694641 0.13 0.33 0.03
H -1.251092 2.086079 -6.875705 0.27 -0.28 -0.15
H 0.275606 1.991653 -5.040070 0.04 0.00 -0.18
H 2.279974 0.690894 -4.884951 -0.11 -0.26 -0.15
H 1.134780 2.357252 -6.526519 0.02 -0.26 0.22
H 1.490134 -2.073862 -7.893128 -0.26 0.33 -0.01
H 2.459202 -1.447181 -5.970287 -0.27 0.40 0.21
P -0.557932 -0.756795 -1.199684 -0.15 0.49 0.28
P 2.305515 0.599943 -0.158577 -1.01 0.34 0.17
C 0.371360 0.433388 -2.235136 0.02 -0.34 -0.26
C 1.254178 1.406209 -1.447359 0.64 0.51 0.23
H -0.408240 0.976370 -2.790520 0.46 -0.06 -0.15
H 0.980930 -0.162914 -2.933042 -0.36 0.21 -0.01
H 1.979896 1.917856 -2.093598 -0.42 0.07 -0.21
H 0.645945 2.165993 -0.915315 0.44 -0.39 -0.28
C 3.116907 1.822516 0.865757 0.28 0.58 -0.02
H 3.771203 1.319651 1.598453 -0.13 0.21 -0.47
H 2.391535 2.442913 1.408356 0.27 -0.32 -0.29
H 3.670114 2.477953 0.174620 0.16 -0.11 0.49
C 3.585795 -0.310976 -1.017211 0.40 -0.22 -0.18
H 3.997122 0.403981 -1.757238 0.01 -0.51 0.27
H 3.200358 -1.211921 -1.527363 0.20 0.43 0.24
H 4.361135 -0.594045 -0.281596 -0.33 0.05 -0.47
C -2.238065 -0.169437 -0.992207 -0.49 -0.21 -0.46
H -2.763570 -0.837569 -0.285612 0.18 0.31 -0.35
H -2.690567 -0.229297 -1.998746 -0.23 0.27 0.53
H -2.255546 0.850826 -0.571420 0.03 -0.40 -0.25
C -0.560877 -2.313056 -2.077522 -0.12 -0.51 -0.26
H 0.441829 -2.776737 -2.097820 -0.47 0.26 0.04
H -0.880406 -2.064638 -3.108993 0.12 -0.28 0.37
H -1.280185 -3.003453 -1.603134 0.34 0.28 -0.27
C -2.822860 0.929842 5.887790 -0.08 -0.26 -0.03
C -1.567231 1.634467 5.402461 0.55 0.27 -0.09
C -1.579858 2.442242 4.061639 -0.11 0.50 0.64
C -2.717639 3.523736 3.999096 1.18 0.35 0.07
C -4.156451 3.120267 3.847999 -0.29 -0.22 -0.15
C -0.310281 3.313424 4.115463 0.63 0.70 1.84
O 0.098940 3.898749 5.120817 -0.84 -0.99 -1.85
N 0.303695 3.496382 2.897660 0.55 0.89 -0.77
C 0.033349 2.700562 1.789663 1.11 1.50 -1.56
O 0.299700 3.157007 0.643742 -0.28 -1.20 2.46
N -0.450392 1.451961 2.072429 0.99 -0.32 -2.14
C -1.607505 1.605024 2.788397 -3.08 -1.91 -0.12
O -2.661009 1.057907 2.403694 1.99 0.73 0.87
H -3.585812 1.643233 6.209455 0.16 -0.16 0.01
H -2.550294 0.317451 6.757085 -0.12 0.14 -0.15
H -3.268240 0.262613 5.143094 0.07 0.13 0.02
H -1.273164 2.386169 6.156579 -0.11 -0.31 -0.32
H -0.712537 0.935109 5.354968 -0.43 0.19 0.10
H -2.575698 4.136884 4.905789 -0.09 -0.15 -0.33
H -2.429187 4.147751 3.138631 -0.24 0.17 0.20
H -4.489233 2.517376 4.692904 -0.17 0.10 -0.27
H -4.733844 4.043608 3.815605 -0.18 -0.05 0.06
H -4.322790 2.576471 2.915159 -0.07 0.04 0.28
H 0.903873 4.329477 2.751808 -0.78 -0.78 0.21
```
Forces are in eV/Å.

Summary:
HOMO level: -9.79 eV
Energy relative to the best compared isomer or geometry (same formula, charge and spin): 0.0 kJ/mol
Frontier orbital gap: 0.24126 hartree
Net charge: +1